No. 1
A 2-piece molecular cluster, C5H13N overall. Source: OMol25; level of theory: the ωB97M-V functional and the def2-TZVPD basis.

Structure (XYZ):
```
19
Properties=species:S:1:pos:R:3
C 1.41638 1.20615 0.08852
C 2.63880 0.41781 0.45484
C 1.27907 -0.19430 0.60207
C -2.40186 0.63844 -0.10953
C 0.83841 -1.29593 -0.32741
N -2.53307 -0.78475 -0.37748
H -3.01286 -0.93240 -1.25964
H 1.12393 2.02799 0.72479
H 1.22403 1.38137 -0.95913
H 3.27109 0.06372 -0.34553
H 3.18396 0.69819 1.34368
H 0.90490 -0.30576 1.61320
H -3.08527 -1.22871 0.34921
H -1.79151 1.08373 -0.89384
H -3.35740 1.17937 -0.06142
H -1.88340 0.76583 0.83949
H 1.24647 -1.13763 -1.32312
H -0.24849 -1.32156 -0.39520
H 1.18684 -2.26158 0.03650
```

Results
Frontier orbital gap ... 10.38 eV
Relative energy (zero: lowest compared OMol25 entry of this formula, charge and spin) ... 129.8 kJ/mol
Highest occupied orbital energy ... -9.24 eV

***

No. 2
C43H73CaO4P2SSi as an isolated structure in a non-equilibrium geometry. Source: OMol25; level of theory: the ωB97M-V functional and the def2-TZVPD basis.

Structure (XYZ):
```
125
Properties=species:S:1:pos:R:3
Ca 0.02557 0.00187 -0.01062
C 3.41920 0.64252 1.40470
Si 1.89949 -0.43551 1.44538
C 0.99504 -0.43492 3.10727
C 1.74971 -0.05521 4.24303
C 1.15177 0.15476 5.47997
C -0.22125 0.00797 5.61170
C -0.98523 -0.38692 4.51592
C -0.41155 -0.65840 3.26320
P -1.42803 -1.27028 1.88997
C -1.93174 -3.01363 2.21320
C -0.77448 -3.96525 1.87140
C -1.20474 -5.43600 1.84906
C -2.32291 -5.76080 2.83918
C -2.30038 -4.81483 4.02766
C -2.51123 -3.35664 3.59741
C -2.95675 -0.26634 1.70402
C -3.40925 -0.34078 0.22078
C -4.83447 0.17117 0.02994
C -5.85177 -0.68088 0.78679
C -5.27418 -1.34735 2.02834
C -4.15234 -0.52512 2.65709
C 2.25951 -2.18012 0.83400
C 2.81223 -3.08405 1.76981
C 3.12930 -4.39140 1.41935
C 2.90370 -4.82260 0.12467
C 2.36837 -3.94537 -0.81759
C 2.03723 -2.61246 -0.50620
P 1.35662 -1.49226 -1.80114
C 2.48439 -1.43262 -3.24121
C 2.51980 -2.63404 -4.19445
C 3.73734 -2.58374 -5.11434
C 5.04660 -2.66230 -4.32692
C 4.94688 -2.06465 -2.92167
C 3.90169 -0.95606 -2.84151
C -0.30167 -2.10179 -2.30010
C -0.44518 -3.59394 -2.63130
C -1.88255 -3.97367 -2.99074
C -2.42627 -3.11322 -4.11908
C -2.32450 -1.63385 -3.77958
C -0.89029 -1.23484 -3.42567
H 4.22057 0.23660 2.03323
H 3.20026 1.65189 1.75771
H 3.81061 0.72745 0.38716
H 2.82226 0.11290 4.16957
H 1.75338 0.45805 6.33154
H -0.70106 0.19412 6.56739
H -2.05282 -0.49034 4.67350
H -2.71591 -3.22141 1.47271
H 0.02937 -3.84172 2.60730
H -0.34689 -3.72774 0.89302
H -0.32798 -6.05819 2.06180
H -1.53480 -5.71100 0.84086
H -2.22882 -6.79856 3.17550
H -3.29311 -5.68241 2.33411
H -1.33851 -4.90645 4.54678
H -3.07213 -5.09683 4.75167
H -2.10174 -2.73388 4.39361
H -3.58929 -3.16462 3.58767
H -2.61477 0.81157 1.90082
H -3.36232 -1.36986 -0.16112
H -2.73970 0.23534 -0.39138
H -5.09190 0.18383 -1.03468
H -4.89339 1.20542 0.37867
H -6.24874 -1.45935 0.12507
H -6.70568 -0.05154 1.06218
H -4.89745 -2.34013 1.75871
H -6.07490 -1.51168 2.75878
H -3.85029 -0.98657 3.59837
H -4.57974 0.44772 2.93751
H 2.99278 -2.77698 2.79823
H 3.54469 -5.06868 2.15974
H 3.14033 -5.84411 -0.15933
H 2.20191 -4.34407 -1.81028
H 2.06875 -0.60424 -3.83119
H 1.61504 -2.64484 -4.81081
H 2.54308 -3.58701 -3.66354
H 3.71359 -1.65256 -5.69343
H 3.69752 -3.40198 -5.84128
H 5.83092 -2.14906 -4.89506
H 5.36720 -3.70705 -4.24209
H 5.92659 -1.67950 -2.61932
H 4.69666 -2.85597 -2.20725
H 4.20689 -0.15850 -3.53193
H 3.92607 -0.50320 -1.84501
H -0.92973 -1.92919 -1.40198
H -0.15409 -4.20681 -1.77225
H 0.20483 -3.87926 -3.46324
H -2.52003 -3.86435 -2.10411
H -1.92178 -5.02946 -3.28138
H -3.47167 -3.37710 -4.31534
H -1.86519 -3.31859 -5.03916
H -2.98551 -1.40411 -2.93870
H -2.67221 -1.03751 -4.63029
H -0.88110 -0.19065 -3.14111
H -0.27521 -1.31552 -4.33330
O 1.10596 1.75524 1.00281
H 0.88760 2.18375 1.86125
H 1.88973 2.24511 0.67523
O -1.78196 0.93284 1.05241
H -2.13959 1.59891 0.41081
H -1.38810 1.47761 1.77889
O 0.49938 0.62580 -1.88348
C -5.04893 4.13046 -1.90464
C -3.96825 3.26597 -1.25985
C -3.03317 2.66862 -2.31007
S -1.72725 1.64018 -1.48415
O -2.16876 0.39079 -2.21826
C -0.34800 2.67720 -2.13722
C -0.17066 3.93386 -1.27884
C 0.99524 4.77841 -1.78123
H -5.70759 4.54812 -1.12173
H -5.66242 3.52550 -2.59691
H -4.59016 4.96690 -2.46280
H -4.44948 2.45513 -0.69611
H -3.38318 3.88902 -0.55616
H -2.58512 3.50363 -2.87904
H -3.61110 2.07067 -3.03827
H -0.51290 2.92234 -3.20386
H 0.58225 2.06688 -2.10651
H 0.02198 3.63876 -0.23157
H -1.09481 4.54854 -1.30933
H 1.93573 4.19901 -1.73914
H 1.10418 5.67645 -1.14621
H 0.81430 5.10157 -2.82252
```

Results
Frontier orbital gap ... 3.27 eV
Relative energy (zero: lowest compared OMol25 entry of this formula, charge and spin) ... 999.5 kJ/mol
Highest occupied orbital energy ... -1.11 eV
Total charge ... -1